The following is a DFT calculation (wB97M-V/def2-TZVPD) of a gas-phase ion, C19H33BrClF6N3O3P (charge +1) in a non-equilibrium geometry.

Values from the calculation:
2S+1	1
net charge	+1
HOMO	-0.453	Ha
total energy	-5108.0034	a.u.
structure (SMILES)	COCCCCCCCCCCN(/C(NC[C@H](O)C(F)(F)F)=[N+](\Cl)CCC(F)=C(F)F)P(O)Br
gap between HOMO and LUMO	7.71	eV
LUMO energy	-4.627	eV

Each line ends with the Mulliken charge.
Element x y z (Å)
Br1 -0.8859 -3.4890 3.1406  -0.17
Cl1 -0.3229 0.8324 1.2701  0.07
P1 0.3896 -3.4276 1.2330  0.22
F1 -3.1894 4.6552 -0.2860  -0.20
F2 -4.8667 -5.1481 1.1039  -0.23
F3 -5.2043 -4.9707 -1.2113  -0.24
F4 -4.8680 2.9734 -0.9232  -0.20
F5 -1.4610 3.2312 -2.0200  -0.24
F6 -6.6531 -4.0825 0.2551  -0.26
O1 -5.4031 -2.0586 0.8720  -0.58
O2 3.1093 0.0584 2.1560  -0.09
O3 -0.3103 -4.6464 0.2181  -0.46
N1 -1.4578 -0.2002 0.4543  0.47
N2 -2.0774 -2.3480 -0.5235  0.08
N3 0.2663 -1.8293 0.4730  0.76
C1 1.8958 2.4391 -1.9055  -0.14
C2 2.4078 3.3893 0.4341  -0.51
C3 4.2223 -0.7405 1.6896  -0.76
C4 -4.5630 -2.8843 0.0387  0.17
C5 -3.0334 -2.9334 0.4947  -0.50
C6 -2.5597 2.5686 -1.4020  0.04
C7 1.2187 -1.6912 -0.6865  0.08
C8 -2.7221 0.9906 -1.3594  -0.26
C9 -1.0990 -1.4521 0.1340  -1.31
C10 3.3005 3.3831 1.7587  -0.80
C11 -5.2722 -4.3432 0.0365  0.60
C12 2.1530 -0.1590 -2.5398  -0.88
C13 0.7816 -0.6376 -1.8041  0.57
C14 2.9176 2.3293 -0.6834  0.26
C15 -3.5379 3.4224 -0.8485  0.18
C16 -2.7897 0.4057 0.1607  -0.29
C17 2.7217 2.3914 2.9098  -0.16
C18 3.6516 1.0803 3.0286  -0.68
C19 2.0972 1.3483 -3.0538  -0.86
H1 -2.9223 1.2957 0.8503  0.70
H2 4.4149 3.2285 1.5697  0.36
H3 -2.5770 -1.8518 -1.2728  0.47
H4 -4.8694 -1.5455 1.5093  0.40
H5 3.6784 0.7821 4.1307  0.29
H6 0.1629 -1.1883 -2.5823  0.44
H7 -1.9393 0.4333 -1.9694  0.33
H8 3.0888 1.5952 -3.5753  0.35
H9 1.3247 3.1737 0.7588  0.03
H10 4.8613 -0.0665 1.0197  0.33
H11 -2.9189 -2.3554 1.4813  0.26
H12 4.0076 2.5041 -0.9702  0.31
H13 1.2340 1.4842 -3.8028  0.30
H14 4.6788 1.3806 2.6324  0.36
H15 2.7874 1.2944 -0.1958  -0.34
H16 4.8386 -1.1762 2.5478  0.35
H17 0.3055 0.3125 -1.4080  -0.72
H18 1.9672 3.4985 -2.3493  0.49
H19 2.3834 4.4005 -0.0862  0.42
H20 3.8991 -1.6368 1.0515  0.13
H21 1.4184 -2.7398 -1.1205  0.21
H22 2.7419 2.9494 3.9109  0.41
H23 -3.7377 0.7548 -1.8474  0.48
H24 3.2133 4.4379 2.2131  0.33
H25 -3.6671 -0.3051 0.2524  -0.41
H26 1.6188 2.1387 2.7259  -0.03
H27 -2.7110 -4.0007 0.7118  0.37
H28 -4.6086 -2.5354 -1.0490  0.19
H29 0.0982 -4.4812 -0.6591  0.36
H30 2.2255 -1.3727 -0.2308  -0.46
H31 3.0821 -0.4151 -1.9283  0.38
H32 0.8406 2.3658 -1.4496  -0.26
H33 2.2239 -0.8163 -3.4831  0.45

---

The following is a DFT calculation (wB97M-V/def2-TZVPD) of a molecular structure, C19H33Cl2InN4O4 in a non-equilibrium geometry.

Values from the calculation:
2S+1	1
net charge	0
HOMO	-0.287	Ha
total energy	-2374.4184	a.u.
gap between HOMO and LUMO	8.15	eV
LUMO energy	0.347	eV

Each line ends with the Mulliken charge.
Element x y z (Å)
In1 -0.4029 0.8703 0.2280  1.18
Cl1 0.3721 2.1257 2.1514  -0.53
Cl2 -2.7596 0.5887 0.8314  -0.49
O1 -0.9904 0.6735 -2.2743  -0.69
O2 1.5332 1.3620 -1.0109  -0.82
O3 0.1838 -1.1155 -0.1504  -0.32
O4 -0.5591 3.0255 -0.2904  -0.53
N1 3.2447 0.7970 -2.4253  0.31
N2 -2.4877 -1.0589 -2.2763  0.36
N3 -1.2882 5.1628 -0.1536  -0.23
N4 -2.6302 3.4854 -1.0717  -0.26
C1 1.3926 -0.9629 1.9349  0.08
C2 -1.4759 3.8677 -0.4969  0.68
C3 -0.2608 -2.8406 1.4271  -0.91
C4 -2.6498 -2.4811 -2.0246  -1.02
C5 -1.6312 -2.6720 1.2888  0.91
C6 0.8134 -0.7835 3.1482  0.27
C7 1.2543 0.1180 4.2626  -1.62
C8 -1.2710 -0.5295 -2.4867  -0.18
C9 2.0576 0.5785 -1.8480  0.70
C10 0.7468 -1.8552 0.8363  0.66
C11 -2.0290 -4.7025 2.5212  -0.38
C12 -0.0813 5.5641 0.5384  -0.73
C13 0.2335 -3.9475 2.1221  -0.05
C14 -3.6794 -0.2331 -2.2299  -0.85
C15 4.0775 1.9136 -2.0097  -0.99
C16 -2.5269 -3.6025 1.8225  -1.08
C17 3.7093 -0.0264 -3.5402  -0.91
C18 2.6441 -0.2686 1.5030  -1.24
C19 -0.6421 -4.8835 2.6704  -0.77
H1 2.1342 0.7000 4.0037  0.31
H2 3.2059 -0.8862 0.8064  0.35
H3 -0.1210 -1.3028 3.3815  0.31
H4 -3.2714 -2.6465 -1.1305  0.29
H5 -1.9576 5.8648 -0.4478  0.17
H6 4.6688 -0.5109 -3.2938  0.33
H7 0.4521 0.8142 4.5273  0.30
H8 -3.1454 -2.9688 -2.8785  0.34
H9 -0.2423 -5.7454 3.2152  0.37
H10 0.4951 4.6710 0.7777  0.18
H11 1.5735 -0.3693 -2.1277  -0.18
H12 -0.3421 6.0751 1.4656  0.28
H13 0.5148 6.2246 -0.0930  0.30
H14 5.1114 1.5701 -1.9252  0.35
H15 -4.1716 -0.3402 -1.2574  0.32
H16 -3.4018 0.8090 -2.3848  0.12
H17 -2.7177 -5.4259 2.9543  0.38
H18 -4.3733 -0.5440 -3.0177  0.36
H19 1.3194 -4.0306 2.2173  0.38
H20 1.4632 -0.4380 5.1802  0.43
H21 -0.4991 -1.2480 -2.8158  0.56
H22 -2.0056 -1.7960 0.7639  0.02
H23 2.3727 0.6483 0.9668  0.05
H24 1.6056 -2.4310 0.4456  0.44
H25 -3.5994 -3.4349 1.6929  0.43
H26 3.8499 0.5751 -4.4545  0.32
H27 3.2846 0.0491 2.3293  0.46
H28 4.0389 2.7251 -2.7431  0.32
H29 3.7170 2.2831 -1.0524  0.27
H30 -1.6611 -2.9319 -1.8669  0.34
H31 -3.3155 4.1570 -1.3403  0.17
H32 2.9534 -0.8001 -3.7348  0.26
H33 -2.8329 2.5142 -1.1610  0.08

---

The following is a DFT calculation (wB97M-V/def2-TZVPD) of a molecular structure, C19H33Cl2N2O3RuS in a non-equilibrium geometry.

Values from the calculation:
2S+1	6
<S²>	8.78
net charge	0
HOMO (spin up / spin down)	-0.207 / -0.291	Ha
total energy	-2492.2432	a.u.
gap between HOMO and LUMO (spin up / spin down)	6.16 / 6.32	eV
LUMO energy (spin up / spin down)	0.531 / -1.607	eV

Each line ends with the Mulliken charge.
Element x y z (Å)
Ru1 -1.4272 0.2709 1.6430  -0.27
Cl1 0.4532 1.6444 1.6332  -0.48
Cl2 -3.3594 -0.1665 2.7884  -0.55
S1 0.1062 -0.5973 3.2430  0.48
O1 2.3023 -1.0365 1.0111  -0.55
O2 1.1584 -0.1885 -2.0795  -0.55
O3 -0.8873 -2.1015 0.9976  -0.51
N1 -0.0787 -4.0540 0.1984  0.26
N2 3.0116 0.8993 -0.0247  0.71
C1 -0.0642 -2.7200 0.2842  0.57
C2 0.3037 2.8626 -1.8106  0.03
C3 0.8645 -4.7603 -0.6320  -0.97
C4 0.0500 0.2923 -2.2193  -0.21
C5 0.1347 4.1645 -3.8542  -0.58
C6 -0.5252 1.8465 -3.8565  -0.66
C7 -0.7735 -1.8859 4.0784  -0.99
C8 -1.7771 0.2426 -0.1405  1.90
C9 0.4411 4.0684 -2.4912  -1.05
C10 -0.3242 3.0264 -4.5164  -0.59
C11 3.3779 1.5461 -1.2886  -1.07
C12 0.1235 0.7116 4.5181  -0.94
C13 -0.1885 1.7453 -2.5137  1.42
C14 -2.6004 -0.7537 -0.9258  -2.00
C15 -1.0483 -4.8509 0.9238  -1.00
C16 -2.1303 1.6085 -0.0034  -0.52
C17 3.5777 1.5528 1.1768  -1.02
C18 2.8042 -0.4688 0.0332  -0.23
C19 -3.6062 1.9137 0.1251  -1.53
H1 0.5952 0.2027 5.3778  0.37
H2 -3.7332 2.9089 0.6124  0.34
H3 -0.9905 -0.3661 -2.2579  0.00
H4 -4.0544 1.1137 0.7444  0.31
H5 0.5613 2.7042 -0.7633  0.44
H6 0.7438 1.5366 4.1368  0.40
H7 -0.5187 3.0858 -5.5760  0.39
H8 0.3315 5.1023 -4.3642  0.39
H9 -0.8613 0.9247 -4.3595  0.38
H10 -1.8856 -4.2531 1.2608  0.29
H11 0.6907 -2.1798 -0.3026  -0.09
H12 -2.0795 -1.6110 -1.3457  0.40
H13 -1.4038 -5.6226 0.2546  0.37
H14 0.3005 -5.4624 -1.2440  0.35
H15 -0.8774 -2.7098 3.3582  0.13
H16 -0.0500 -2.1143 4.8532  0.43
H17 4.6896 1.4702 1.1699  0.30
H18 -1.4201 2.4209 -0.2514  0.57
H19 -3.3333 -1.1512 -0.2251  0.45
H20 1.5819 -5.3021 -0.0039  0.33
H21 -0.9152 1.0158 4.7294  0.26
H22 -1.7235 -1.5184 4.4487  0.36
H23 3.3138 2.6284 1.1300  0.29
H24 -3.9965 1.9444 -0.9045  0.30
H25 4.4361 1.3569 -1.5146  0.34
H26 0.7964 4.9077 -1.9401  0.47
H27 3.2061 2.6228 -1.1778  0.32
H28 -0.5905 -5.3253 1.7888  0.31
H29 -3.1121 -0.2684 -1.7601  0.43
H30 3.1381 1.0588 2.0687  0.28
H31 2.7250 1.1215 -2.0648  0.29
H32 1.3998 -4.0593 -1.2632  0.27
H33 3.1174 -0.9947 -0.9131  0.39

---

The following is a DFT calculation (wB97M-V/def2-TZVPD) of a molecular structure, C19H33Cl2N2O3STb in a non-equilibrium geometry.

Values from the calculation:
2S+1	7
<S²>	12.69
net charge	0
HOMO (spin up / spin down)	-0.208 / -0.205	Ha
total energy	-3222.1164	a.u.
gap between HOMO and LUMO (spin up / spin down)	5.64 / 5.56	eV
LUMO energy (spin up / spin down)	-0.024 / -0.021	eV

Each line ends with the Mulliken charge.
Element x y z (Å)
Tb1 -0.1691 -0.2415 0.4222  0.27
Cl1 1.0187 2.0020 0.8201  -0.45
Cl2 -1.6707 -1.2833 -1.3896  -0.56
S1 0.8633 0.1458 3.5954  0.56
O1 0.0510 1.5236 -2.1322  -0.31
O2 1.8934 -1.0782 0.4797  -0.52
O3 -0.6456 -2.3020 1.6240  -0.57
N1 3.6924 0.1190 -0.2029  0.29
N2 -1.2144 -4.4769 1.1412  0.20
C1 -0.9339 2.4683 -6.7560  -0.48
C2 -0.5748 -3.3511 0.9085  0.43
C3 1.1249 3.4534 -5.9430  -0.50
C4 -0.0661 1.8193 -4.5737  0.36
C5 3.0584 -0.5992 0.7022  0.12
C6 -2.8584 2.0777 0.4460  -0.95
C7 1.0640 2.6386 -4.8032  -0.20
C8 -2.2810 1.0701 1.3466  0.83
C9 -2.0885 -4.6692 2.3009  -0.88
C10 -2.6497 0.5600 2.4978  -0.25
C11 -0.3990 1.2327 -3.2465  -0.04
C12 0.3467 -0.8127 5.0215  -1.03
C13 0.1001 3.4121 -6.9037  -0.37
C14 3.0823 0.4407 -1.4924  -0.92
C15 -3.8647 1.0048 3.2792  -1.36
C16 -1.0089 1.6654 -5.6123  -0.39
C17 -1.1691 -5.5909 0.1979  -0.86
C18 4.8411 0.9275 0.1750  -0.95
C19 1.5455 1.5955 4.3972  -1.03
H1 5.5188 0.9834 -0.6816  0.31
H2 1.9855 4.1056 -6.1066  0.35
H3 -4.3353 1.8437 2.7600  0.31
H4 -2.9480 1.5952 -0.5465  0.13
H5 -2.1655 2.9154 0.2747  0.20
H6 1.8820 1.3219 5.4072  0.40
H7 -3.8478 2.4984 0.7189  0.38
H8 0.7884 2.3838 4.4327  0.26
H9 3.8810 0.7904 -2.1548  0.35
H10 -0.3949 -1.5322 4.6527  0.16
H11 -3.0803 -4.9835 1.9487  0.31
H12 5.3391 0.4368 1.0163  0.37
H13 2.5956 -0.4429 -1.9231  0.34
H14 -0.0906 -0.1856 5.8085  0.35
H15 -3.6177 1.3198 4.2970  0.26
H16 2.3150 1.2212 -1.3789  0.26
H17 2.3749 1.9638 3.7826  0.25
H18 -0.7030 -6.4708 0.6593  0.32
H19 -4.6039 0.2002 3.3574  0.24
H20 -1.7776 0.8935 -5.5024  0.37
H21 -1.1202 0.3954 -3.2942  0.20
H22 -2.1628 -3.7437 2.8762  0.23
H23 -1.6936 -5.4794 2.9283  0.32
H24 -1.6780 2.3567 -7.5519  0.35
H25 0.0313 -3.3217 -0.0202  0.17
H26 3.5666 -0.7081 1.6776  0.34
H27 1.9031 2.5918 -4.1044  0.31
H28 -2.1843 -5.8636 -0.1142  0.31
H29 -2.1398 -0.2802 2.9921  0.11
H30 1.2183 -1.3450 5.4201  0.35
H31 4.5358 1.9413 0.4855  0.32
H32 0.1043 4.1210 -7.7424  0.36
H33 -0.5841 -5.2742 -0.6744  0.27